{"formula": "C2H5NO2", "method": "the ωB97M-V functional and the def2-TZVPD basis", "homo_lumo_gap_ha": 0.36087, "energy_ev": -7736.4830, "e_above_lowest_kcal_mol": 98.4, "multiplicity": 1, "smiles": "C=NO.C=O", "species": ["H", "C", "C", "N", "O", "H", "O", "H", "H", "H"], "coordinates": [[-1.858927, -0.441551, -1.363898], [-2.302872, -0.040487, -0.398910], [1.893601, 0.721091, 0.054428], [2.028412, -0.540550, -0.046992], [1.160782, -1.362919, 0.442132], [1.169332, 1.097228, 0.609319], [-1.639825, -0.040714, 0.641201], [0.366023, -1.035920, 0.910807], [2.572408, 1.300598, -0.433892], [-3.388932, 0.343227, -0.414197]], "forces_ev_per_angstrom": [[-0.48, 0.42, 0.83], [0.67, -0.06, 1.42], [1.08, -3.73, -0.72], [1.90, 1.93, -1.72], [-1.71, -2.67, 1.36], [-3.53, 2.04, 2.42], [-1.47, 0.05, -2.18], [0.28, 0.99, -0.27], [1.89, 1.48, -1.12], [1.38, -0.45, -0.01]], "mulliken_charge": [0.2285, -0.0636, -0.3982, -0.2046, -0.2932, 0.3235, -0.4132, 0.3092, 0.2731, 0.2385]}

{"formula": "C5H11N", "method": "the ωB97M-V functional and the def2-TZVPD basis", "homo_lumo_gap_ha": 0.37396, "energy_ev": -6852.2441, "e_above_lowest_kcal_mol": 29.6, "multiplicity": 1, "smiles": "CC(C)N1CC1", "species": ["H", "H", "C", "H", "H", "H", "C", "C", "H", "H", "H", "H", "N", "C", "H", "H", "C"], "coordinates": [[1.382204, 0.436154, -1.401959], [2.293889, -1.101672, -1.002937], [-0.609809, -0.036468, 0.419909], [2.596543, -0.185776, 1.415578], [-1.409194, -1.609958, -0.838432], [-2.636585, -0.779106, 0.128454], [1.680958, -0.280443, -0.636828], [-1.607939, -1.157313, 0.140540], [-1.029049, 0.802810, -1.553071], [1.664587, 1.305986, 0.904349], [-0.760044, 0.309215, 1.449795], [-1.527729, -1.942284, 0.898934], [0.740639, -0.618755, 0.415648], [1.855420, 0.242162, 0.742479], [-1.772274, 1.684037, -0.211404], [-0.051359, 1.881428, -0.539247], [-0.866761, 1.147392, -0.522674]], "forces_ev_per_angstrom": [[0.04, -0.14, 0.16], [-0.09, 0.14, 0.10], [-0.21, 0.06, 0.06], [-0.11, 0.06, -0.17], [0.02, 0.08, 0.13], [0.15, -0.02, 0.04], [0.10, -0.03, -0.26], [-0.05, -0.08, -0.01], [0.08, 0.05, 0.19], [-0.01, -0.20, -0.09], [-0.02, -0.02, -0.08], [0.00, 0.12, -0.13], [-0.10, 0.04, -0.02], [0.15, 0.16, 0.16], [0.17, -0.18, -0.04], [-0.12, -0.14, 0.09], [0.01, 0.09, -0.12]], "mulliken_charge": [0.1944, 0.2430, 0.6588, 0.2410, 0.3180, 0.3747, -0.4098, -1.4326, 0.3599, 0.2084, 0.2310, 0.3429, -0.3030, -0.3605, 0.3806, 0.3792, -1.4257]}

Please write out number 1 again, unchanged.
{"formula": "C2H5NO2", "method": "the ωB97M-V functional and the def2-TZVPD basis", "homo_lumo_gap_ha": 0.36087, "energy_ev": -7736.4830, "e_above_lowest_kcal_mol": 98.4, "multiplicity": 1, "smiles": "C=NO.C=O", "species": ["H", "C", "C", "N", "O", "H", "O", "H", "H", "H"], "coordinates": [[-1.858927, -0.441551, -1.363898], [-2.302872, -0.040487, -0.398910], [1.893601, 0.721091, 0.054428], [2.028412, -0.540550, -0.046992], [1.160782, -1.362919, 0.442132], [1.169332, 1.097228, 0.609319], [-1.639825, -0.040714, 0.641201], [0.366023, -1.035920, 0.910807], [2.572408, 1.300598, -0.433892], [-3.388932, 0.343227, -0.414197]], "forces_ev_per_angstrom": [[-0.48, 0.42, 0.83], [0.67, -0.06, 1.42], [1.08, -3.73, -0.72], [1.90, 1.93, -1.72], [-1.71, -2.67, 1.36], [-3.53, 2.04, 2.42], [-1.47, 0.05, -2.18], [0.28, 0.99, -0.27], [1.89, 1.48, -1.12], [1.38, -0.45, -0.01]], "mulliken_charge": [0.2285, -0.0636, -0.3982, -0.2046, -0.2932, 0.3235, -0.4132, 0.3092, 0.2731, 0.2385]}

Repeat the second record exactly.
{"formula": "C5H11N", "method": "the ωB97M-V functional and the def2-TZVPD basis", "homo_lumo_gap_ha": 0.37396, "energy_ev": -6852.2441, "e_above_lowest_kcal_mol": 29.6, "multiplicity": 1, "smiles": "CC(C)N1CC1", "species": ["H", "H", "C", "H", "H", "H", "C", "C", "H", "H", "H", "H", "N", "C", "H", "H", "C"], "coordinates": [[1.382204, 0.436154, -1.401959], [2.293889, -1.101672, -1.002937], [-0.609809, -0.036468, 0.419909], [2.596543, -0.185776, 1.415578], [-1.409194, -1.609958, -0.838432], [-2.636585, -0.779106, 0.128454], [1.680958, -0.280443, -0.636828], [-1.607939, -1.157313, 0.140540], [-1.029049, 0.802810, -1.553071], [1.664587, 1.305986, 0.904349], [-0.760044, 0.309215, 1.449795], [-1.527729, -1.942284, 0.898934], [0.740639, -0.618755, 0.415648], [1.855420, 0.242162, 0.742479], [-1.772274, 1.684037, -0.211404], [-0.051359, 1.881428, -0.539247], [-0.866761, 1.147392, -0.522674]], "forces_ev_per_angstrom": [[0.04, -0.14, 0.16], [-0.09, 0.14, 0.10], [-0.21, 0.06, 0.06], [-0.11, 0.06, -0.17], [0.02, 0.08, 0.13], [0.15, -0.02, 0.04], [0.10, -0.03, -0.26], [-0.05, -0.08, -0.01], [0.08, 0.05, 0.19], [-0.01, -0.20, -0.09], [-0.02, -0.02, -0.08], [0.00, 0.12, -0.13], [-0.10, 0.04, -0.02], [0.15, 0.16, 0.16], [0.17, -0.18, -0.04], [-0.12, -0.14, 0.09], [0.01, 0.09, -0.12]], "mulliken_charge": [0.1944, 0.2430, 0.6588, 0.2410, 0.3180, 0.3747, -0.4098, -1.4326, 0.3599, 0.2084, 0.2310, 0.3429, -0.3030, -0.3605, 0.3806, 0.3792, -1.4257]}

Q: What is the multiplicity in the second record?
A: 1